Computed, not measured: a molecular structure, C33H39FN4P2Ti at a distorted geometry, with ωB97M-V/def2-TZVPD.

Geometry as XYZ:
```
80
C33H39FN4P2Ti ωB97M-V/def2-TZVPD
Ti -1.826 2.399 -1.477
C 2.931 0.819 -1.668
C 2.353 1.821 -2.333
C 1.576 1.762 -3.615
C 0.187 1.130 -3.332
C 0.128 -0.365 -3.179
C 1.057 -1.316 -3.178
C 2.542 -1.133 -3.409
C 3.249 -0.586 -2.140
C -3.500 1.245 -1.068
H 3.402 1.084 -0.713
H 2.325 2.811 -1.877
H 2.126 1.256 -4.434
H 1.475 2.791 -3.991
H -0.299 1.706 -2.391
H -0.477 1.401 -4.182
H -0.912 -0.641 -2.956
H 0.794 -2.310 -2.774
H 2.737 -0.508 -4.283
H 2.939 -2.118 -3.735
H 3.086 -1.314 -1.324
H 4.329 -0.561 -2.329
H -3.349 0.480 -0.300
H -3.677 0.678 -2.019
H -4.379 1.844 -0.801
P -2.094 2.666 -5.461
P 0.532 5.238 -4.160
N -1.818 1.509 -6.802
N -3.514 3.417 -6.396
N 1.845 5.053 -5.491
N 0.714 6.999 -4.191
C -0.886 3.852 -6.149
C -0.871 5.159 -5.351
C -2.275 0.187 -6.708
C -2.167 -0.429 -7.955
C -1.638 0.544 -8.862
C -1.445 1.707 -8.135
C -4.811 3.421 -5.882
C -5.670 4.027 -6.797
C -4.880 4.417 -7.925
C -3.568 4.008 -7.660
C 3.102 4.583 -5.134
C 3.867 4.316 -6.258
C 3.038 4.606 -7.387
C 1.823 5.072 -6.890
C 1.566 7.838 -4.925
C 1.168 9.159 -4.742
C -0.008 9.140 -3.910
C -0.290 7.811 -3.624
H -1.046 4.103 -7.200
H 0.074 3.339 -6.102
H -0.839 6.032 -6.018
H -1.748 5.279 -4.699
H -2.616 -0.201 -5.775
H -2.425 -1.446 -8.177
H -1.420 0.401 -9.920
H -1.060 2.644 -8.493
H -4.999 2.985 -4.913
H -6.732 4.174 -6.670
H -5.218 4.936 -8.817
H -2.691 4.057 -8.289
H 3.350 4.485 -4.099
H 4.896 3.967 -6.224
H 3.257 4.477 -8.439
H 0.949 5.415 -7.429
H 2.387 7.420 -5.476
H 1.658 10.024 -5.164
H -0.571 10.003 -3.585
H -1.100 7.360 -3.066
F 1.704 -0.313 2.803
C 0.789 0.148 1.893
C 0.318 -0.753 0.949
C -0.535 -0.238 -0.053
C -0.760 1.134 -0.028
C -0.325 1.999 0.965
C 0.452 1.485 1.994
H 0.636 -1.799 0.993
H -1.004 -0.846 -0.821
H -0.583 3.032 0.916
H 0.830 2.098 2.804
```

Spin multiplicity ... 3
Highest occupied orbital energy (spin up / spin down) ... -6.9 / -8.0 eV
LUMO energy (spin up / spin down) ... -0.5664 / -1.0787 eV
DFT total energy ... -3131.653920 a.u.
HOMO-LUMO gap (spin up / spin down) ... 0.23328 / 0.25604 Eh

Let us look at the Löwdin charges, expressed in e, one per atom: 0.735, -0.091, -0.114, -0.201, -0.201, -0.119, -0.086, -0.192, -0.171, -0.273, 0.110, 0.100, 0.118, 0.021, 0.043, 0.018, 0.100, 0.119, 0.092, 0.114, 0.114, 0.111, -0.019, -0.016, -0.030, 1.137, 1.127, -0.255, -0.233, -0.243, -0.288, -0.439, -0.406, -0.142, -0.088, -0.082, -0.158, -0.161, -0.103, -0.086, -0.145, -0.187, -0.088, -0.082, -0.160, -0.124, -0.087, -0.095, -0.165, 0.049, 0.065, 0.097, 0.060, 0.089, 0.086, 0.098, 0.088, 0.090, 0.087, 0.093, 0.083, 0.095, 0.096, 0.094, 0.104, 0.096, 0.091, 0.090, 0.096, 0.015, -0.285, -0.009, -0.115, -0.280, -0.151, -0.024, 0.116, 0.083, 0.062, 0.114

Computed, not measured: a molecular structure, C33H40BCrN10 at a distorted geometry, with ωB97M-V/def2-TZVPD.

Geometry as XYZ:
```
85
C33H40BCrN10 ωB97M-V/def2-TZVPD
Cr -0.490 -0.521 0.136
C -0.087 -1.831 2.848
N -0.963 -0.711 2.454
C -2.373 -1.150 2.591
C -3.245 -0.876 1.381
C -4.612 -1.119 1.446
C -5.404 -0.806 0.362
C -4.801 -0.237 -0.746
C -3.435 -0.047 -0.730
N -2.655 -0.386 0.300
C -0.726 0.466 3.330
C 0.519 1.286 3.074
C 0.486 2.654 3.309
C 1.629 3.397 3.083
C 2.769 2.755 2.627
C 2.711 1.385 2.430
N 1.614 0.662 2.655
C -0.127 -2.922 1.819
C 0.046 -4.248 2.179
C 0.146 -5.215 1.199
C 0.089 -4.817 -0.122
C -0.105 -3.479 -0.401
N -0.246 -2.544 0.540
H -0.368 -2.225 3.832
H 0.927 -1.442 2.909
H -2.827 -0.675 3.462
H -2.403 -2.222 2.787
H -5.042 -1.532 2.354
H -6.473 -0.985 0.386
H -5.379 0.060 -1.613
H -2.919 0.406 -1.570
H -0.698 0.134 4.375
H -1.585 1.123 3.226
H -0.422 3.136 3.656
H 1.622 4.470 3.242
H 3.685 3.297 2.435
H 3.577 0.835 2.073
H 0.118 -4.511 3.228
H 0.287 -6.257 1.462
H 0.200 -5.528 -0.931
H -0.131 -3.123 -1.422
C 3.037 -2.382 1.098
C 2.985 -1.257 0.110
C 4.104 -0.735 -0.556
C 3.621 0.292 -1.338
C 4.367 1.196 -2.269
N 2.289 0.353 -1.128
N 1.882 -0.600 -0.246
B 1.261 1.193 -1.908
N 0.288 0.253 -2.681
N -0.519 -0.625 -2.026
C -1.213 -1.276 -2.965
C -2.256 -2.307 -2.656
C -0.833 -0.830 -4.236
C 0.118 0.146 -4.014
C 0.866 0.969 -5.014
N 0.443 2.108 -0.953
N -0.557 1.623 -0.153
C -1.233 2.692 0.288
C -2.444 2.686 1.170
C -0.659 3.861 -0.218
C 0.397 3.451 -1.002
C 1.365 4.286 -1.775
H 4.074 -2.684 1.234
H 2.482 -3.257 0.753
H 2.649 -2.088 2.076
H 5.131 -1.057 -0.457
H 5.437 1.053 -2.132
H 4.133 2.246 -2.087
H 4.126 0.982 -3.313
H 1.830 1.883 -2.700
H -2.404 -2.434 -1.584
H -1.983 -3.274 -3.085
H -3.213 -2.021 -3.097
H -1.213 -1.167 -5.191
H 0.549 0.695 -6.019
H 1.942 0.805 -4.935
H 0.683 2.035 -4.872
H -2.766 1.692 1.453
H -3.273 3.168 0.647
H -2.260 3.269 2.074
H -0.983 4.877 -0.035
H 1.218 5.335 -1.522
H 1.226 4.171 -2.851
H 2.395 4.013 -1.543
```

Spin multiplicity ... 5
Highest occupied orbital energy (spin up / spin down) ... -9.2 / -10.8 eV
LUMO energy (spin up / spin down) ... -2.1618 / -2.3537 eV
Net charge ... +1
DFT total energy ... -2898.414317 a.u.
HOMO-LUMO gap (spin up / spin down) ... 0.25686 / 0.31223 Eh

Let us look at the Löwdin charges, expressed in e, one per atom: 0.710, -0.128, -0.170, -0.099, -0.249, -0.003, -0.033, -0.031, -0.127, 0.024, -0.103, -0.266, -0.027, -0.048, -0.045, -0.110, 0.117, -0.263, -0.001, -0.032, -0.028, -0.099, 0.034, 0.140, 0.097, 0.137, 0.134, 0.127, 0.120, 0.119, 0.124, 0.142, 0.106, 0.115, 0.115, 0.109, 0.111, 0.127, 0.122, 0.120, 0.105, -0.010, -0.336, 0.009, -0.264, -0.012, 0.026, 0.076, -0.487, 0.042, 0.019, -0.340, -0.038, 0.025, -0.256, -0.011, 0.044, 0.042, -0.315, -0.017, 0.017, -0.262, -0.009, 0.085, 0.067, 0.064, 0.114, 0.084, 0.073, 0.082, 0.110, 0.058, 0.088, 0.087, 0.118, 0.085, 0.081, 0.084, 0.046, 0.094, 0.077, 0.121, 0.085, 0.084, 0.078

Computed, not measured: 2 unconnected molecules or ions with the total composition C33H40BNO2S at a distorted geometry, with ωB97M-V/def2-TZVPD.

Geometry as XYZ:
```
78
C33H40BNO2S ωB97M-V/def2-TZVPD
C 1.996 3.036 -5.394
C 1.857 2.363 -4.073
C 1.415 1.043 -4.024
C 1.192 0.392 -2.815
C 1.507 1.052 -1.603
C 1.275 0.244 -0.253
B -0.175 0.677 -0.257
O -1.259 0.526 -1.096
C -1.915 1.796 -1.127
C -1.491 2.520 -2.369
C -3.394 1.617 -1.199
C -1.430 2.531 0.251
C -0.573 3.764 0.075
C -2.525 2.900 1.241
O -0.519 1.589 0.824
C 2.217 0.672 0.880
C 1.900 0.367 2.230
C 2.924 0.305 3.173
C 4.201 0.806 2.825
C 4.447 1.329 1.556
C 3.490 1.147 0.552
C 1.993 2.382 -1.645
C 2.126 3.028 -2.880
H 1.752 4.101 -5.364
H 3.010 2.934 -5.785
H 1.318 2.585 -6.117
H 1.196 0.530 -4.948
H 0.693 -0.562 -2.825
H 1.575 -0.789 -0.565
H -2.081 3.446 -2.448
H -0.417 2.744 -2.374
H -1.719 1.909 -3.259
H -3.834 2.629 -1.214
H -3.633 1.095 -2.135
H -3.733 1.018 -0.329
H -1.186 4.612 -0.265
H -0.127 3.980 1.064
H 0.246 3.578 -0.627
H -3.086 3.832 1.001
H -3.255 2.096 1.393
H -2.052 3.086 2.219
H 0.862 0.167 2.495
H 2.727 -0.077 4.167
H 4.957 0.869 3.606
H 5.370 1.866 1.326
H 3.775 1.418 -0.472
H 2.231 2.938 -0.722
H 2.449 4.064 -2.897
C -5.669 -1.119 1.929
C -4.229 -0.840 1.862
C -3.368 -0.314 2.814
C -2.023 -0.220 2.395
C -1.740 -0.857 1.146
C -0.645 -1.580 0.664
C -0.028 -2.116 1.819
C 0.460 -3.389 1.931
C 0.728 -4.157 0.793
N 1.397 -5.318 0.977
C 1.867 -6.133 -0.108
C 1.789 -5.700 2.315
C 0.318 -3.600 -0.466
C -0.345 -2.356 -0.564
S -3.315 -1.201 0.491
H -6.088 -1.177 2.927
H -6.256 -0.371 1.399
H -5.860 -2.072 1.450
H -3.743 0.003 3.790
H -1.379 0.424 3.037
H -0.278 -1.574 2.733
H 0.582 -3.728 2.946
H 2.615 -5.620 -0.716
H 2.316 -7.017 0.331
H 1.046 -6.433 -0.758
H 0.920 -5.878 2.952
H 2.361 -6.617 2.252
H 2.402 -4.940 2.807
H 0.492 -4.225 -1.352
H -0.625 -2.030 -1.592
```

SMILES ... Cc1ccc([C@H](B2OC(C)(C)C(C)(C)O2)c2ccccc2)cc1.Cc1ccc(-c2ccc(N(C)C)cc2)s1
Highest occupied orbital energy ... -6.5 eV
LUMO energy ... 0.5099 eV
DFT total energy ... -1909.712984 a.u.
HOMO-LUMO gap ... 0.25667 Eh

Let us look at the Löwdin charges, expressed in e, one per atom: -0.058, -0.290, -0.035, -0.003, -0.154, -0.044, -0.708, 0.102, -0.449, -0.007, -0.039, -0.431, -0.013, -0.017, 0.066, -0.140, -0.016, -0.067, -0.097, -0.084, -0.048, -0.068, -0.037, 0.080, 0.084, 0.075, 0.111, 0.111, 0.155, 0.104, 0.067, 0.108, 0.105, 0.103, 0.035, 0.098, 0.111, 0.057, 0.100, 0.068, 0.099, 0.089, 0.097, 0.095, 0.102, 0.111, 0.127, 0.117, -0.114, -0.601, -0.141, -0.140, -0.458, -0.268, -0.038, -0.012, -0.231, -0.192, -0.060, -0.066, 0.001, -0.007, 1.140, 0.080, 0.077, 0.067, 0.114, 0.129, 0.110, 0.098, 0.093, 0.077, 0.087, 0.092, 0.078, 0.093, 0.099, 0.121

Computed, not measured: a molecular structure, C33H40BiClN5O10Se at a distorted geometry, with ωB97M-V/def2-TZVPD.

Geometry as XYZ:
```
91
C33H40BiClN5O10Se ωB97M-V/def2-TZVPD
Bi -1.621 0.589 1.967
O 0.265 0.136 3.625
C 0.999 1.270 4.304
C 0.258 2.552 3.988
N -0.303 2.644 2.554
C 0.854 2.795 1.626
C 0.908 1.729 0.492
O 1.691 1.887 -0.471
O 0.241 0.640 0.778
C -1.392 3.620 2.558
C -2.259 3.487 1.288
O -2.698 4.468 0.681
O -2.561 2.232 0.894
H 0.964 -0.436 3.189
H 2.010 1.280 3.953
H 1.015 1.085 5.362
H 0.878 3.425 4.233
H -0.600 2.658 4.647
H 1.778 2.687 2.086
H 0.775 3.703 1.011
H -0.935 4.598 2.578
H -2.106 3.410 3.410
O -4.553 -1.678 6.502
C -5.544 -1.957 5.651
O -6.541 -2.522 5.962
C -5.244 -1.472 4.206
C -5.658 -2.071 2.982
Cl -6.778 -3.296 2.779
N -4.840 -1.690 1.945
N -3.792 -0.936 2.431
C -4.043 -0.747 3.724
C -3.388 0.337 4.515
O -3.526 0.651 5.705
O -2.547 1.096 3.813
C -4.931 -1.942 0.544
C -3.749 -1.931 -0.228
C -3.827 -2.018 -1.611
C -5.056 -2.185 -2.249
C -6.161 -2.398 -1.506
C -6.125 -2.199 -0.113
H -4.193 -0.739 6.296
H -2.832 -1.697 0.298
H -2.937 -2.001 -2.215
H -5.124 -2.019 -3.339
H -7.141 -2.683 -1.899
H -7.068 -2.143 0.402
C 4.509 1.918 -6.590
C 4.998 1.406 -5.209
C 4.722 2.353 -4.033
C 3.387 2.208 -3.306
N 3.255 0.880 -2.616
C 2.115 0.175 -2.536
Se 0.757 0.506 -3.709
N 2.217 -0.912 -1.740
C 1.113 -1.724 -1.060
C 0.872 -3.097 -1.582
C 0.123 -4.057 -0.675
C 0.790 -4.680 0.547
C 3.492 -0.818 -1.161
C 4.124 -1.638 -0.203
C 5.303 -1.143 0.330
C 5.856 0.001 -0.200
C 5.321 0.752 -1.213
C 4.133 0.311 -1.696
H 4.633 1.169 -7.312
H 5.023 2.751 -7.048
H 3.440 2.201 -6.558
H 6.058 1.146 -5.321
H 4.356 0.587 -4.890
H 4.718 3.446 -4.359
H 5.496 2.391 -3.252
H 2.572 2.214 -4.005
H 3.191 3.093 -2.618
H 0.195 -1.115 -1.170
H 1.341 -1.779 0.039
H 1.921 -3.457 -1.759
H 0.316 -3.111 -2.529
H -0.361 -4.774 -1.337
H -0.691 -3.383 -0.270
H 0.953 -5.755 0.416
H 0.203 -4.445 1.462
H 1.820 -4.280 0.716
H 3.606 -2.487 0.205
H 5.802 -1.486 1.227
H 6.848 0.294 0.143
H 5.861 1.710 -1.450
C -1.419 2.100 -2.611
O -0.225 1.421 -2.444
H -2.312 1.554 -2.980
H -1.251 2.852 -3.326
H -1.742 2.480 -1.662
```

Highest occupied orbital energy (spin up / spin down) ... -3.1 / -2.1 eV
LUMO energy (spin up / spin down) ... 1.8859 / 1.8952 eV
Net charge ... -1
DFT total energy ... -5383.844954 a.u.
HOMO-LUMO gap (spin up / spin down) ... 0.18344 / 0.14723 Eh

Let us look at the Löwdin charges, expressed in e, one per atom: 1.980, -0.210, -0.137, -0.143, -0.211, -0.052, -0.547, 0.037, -0.301, -0.119, -0.560, 0.045, -0.249, 0.118, 0.105, 0.116, 0.132, 0.111, 0.100, 0.145, 0.126, 0.145, 0.067, -0.520, 0.086, -0.016, -0.628, 0.787, -0.090, -0.041, -0.219, -0.561, -0.005, -0.304, -0.189, -0.028, -0.081, -0.127, -0.106, -0.057, 0.079, 0.058, 0.095, 0.110, 0.106, 0.075, -0.105, -0.221, -0.212, -0.145, -0.031, -0.614, 1.049, 0.020, -0.141, -0.227, -0.265, -0.106, -0.129, -0.006, -0.113, -0.137, -0.030, -0.159, 0.039, 0.061, 0.081, 0.106, 0.097, 0.129, 0.074, 0.039, 0.149, 0.110, 0.127, 0.126, 0.113, 0.102, 0.110, 0.065, 0.078, 0.064, 0.086, 0.097, 0.100, 0.123, -0.215, -0.602, 0.079, 0.049, 0.062

Computed, not measured: a molecular structure, C33H40CoN4P2Se at a distorted geometry, with ωB97M-V/def2-TZVPD.

Geometry as XYZ:
```
81
C33H40CoN4P2Se ωB97M-V/def2-TZVPD
Co -0.574 -1.197 0.917
C -3.714 -5.686 2.234
C -4.323 -5.174 1.173
C -5.706 -4.569 1.194
C -6.052 -3.608 2.355
C -4.915 -2.829 2.942
C -3.913 -3.306 3.692
C -4.141 -4.571 4.461
C -4.352 -5.839 3.584
C 0.400 0.539 1.509
H -2.750 -6.195 2.149
H -4.010 -5.500 0.172
H -6.432 -5.402 1.220
H -5.890 -4.046 0.240
H -6.778 -2.885 1.951
H -6.577 -4.180 3.128
H -5.130 -1.767 2.939
H -3.023 -2.726 3.954
H -5.023 -4.463 5.116
H -3.274 -4.776 5.103
H -3.882 -6.688 4.103
H -5.425 -6.065 3.487
H 1.470 0.282 1.566
H 0.057 0.898 2.490
H 0.347 1.387 0.810
P -2.382 -0.080 1.357
P -1.796 -1.978 -0.824
N -2.474 0.004 3.130
N -2.851 1.592 0.964
N -1.395 -3.611 -0.091
N -1.604 -2.332 -2.517
C -3.793 -1.076 0.803
C -3.583 -1.845 -0.501
C -1.405 -0.349 3.972
C -1.746 -0.016 5.278
C -3.080 0.506 5.252
C -3.503 0.498 3.923
C -2.140 2.746 1.312
C -2.786 3.856 0.771
C -3.943 3.377 0.074
C -3.960 1.991 0.212
C -0.507 -3.692 0.972
C -0.268 -5.028 1.248
C -1.112 -5.787 0.386
C -1.802 -4.881 -0.411
C -1.846 -3.495 -3.258
C -1.339 -3.332 -4.532
C -0.779 -2.016 -4.606
C -0.963 -1.425 -3.368
H -4.723 -0.497 0.801
H -3.892 -1.819 1.601
H -4.015 -2.855 -0.417
H -4.040 -1.326 -1.360
H -0.498 -0.784 3.567
H -1.106 -0.135 6.146
H -3.655 0.844 6.102
H -4.437 0.785 3.474
H -1.253 2.685 1.923
H -2.479 4.887 0.865
H -4.678 3.964 -0.458
H -4.672 1.259 -0.141
H -0.057 -2.784 1.427
H 0.410 -5.393 2.006
H -1.237 -6.856 0.376
H -2.602 -5.039 -1.113
H -2.382 -4.325 -2.832
H -1.341 -4.073 -5.326
H -0.308 -1.556 -5.468
H -0.680 -0.451 -2.980
Se 1.188 -1.115 -0.746
C 2.118 0.518 -1.255
C 1.573 1.410 -2.191
C 2.284 2.548 -2.586
C 3.553 2.817 -2.050
C 4.101 1.928 -1.112
C 3.398 0.781 -0.732
H 0.602 1.193 -2.633
H 1.865 3.224 -3.328
H 4.118 3.705 -2.372
H 5.090 2.126 -0.699
H 3.854 0.072 -0.039
```

Spin multiplicity ... 4
Highest occupied orbital energy (spin up / spin down) ... -5.8 / -7.1 eV
LUMO energy (spin up / spin down) ... -0.2086 / -0.4290 eV
DFT total energy ... -5967.155772 a.u.
HOMO-LUMO gap (spin up / spin down) ... 0.20578 / 0.24598 Eh

Let us look at the Löwdin charges, expressed in e, one per atom: -0.098, -0.108, -0.128, -0.180, -0.176, -0.161, -0.089, -0.175, -0.172, -0.288, 0.091, 0.088, 0.120, 0.098, 0.111, 0.107, 0.089, 0.101, 0.119, 0.107, 0.111, 0.106, -0.025, -0.032, -0.004, 1.007, 0.966, -0.210, -0.195, -0.172, -0.238, -0.375, -0.318, -0.166, -0.082, -0.080, -0.135, -0.122, -0.080, -0.088, -0.140, -0.176, -0.064, -0.098, -0.172, -0.129, -0.085, -0.082, -0.174, 0.081, 0.030, 0.068, 0.097, 0.086, 0.096, 0.091, 0.107, 0.097, 0.093, 0.092, 0.088, 0.055, 0.103, 0.104, 0.085, 0.079, 0.097, 0.097, 0.063, 0.755, -0.582, -0.130, -0.096, -0.100, -0.096, -0.138, 0.078, 0.097, 0.100, 0.098, 0.096

- Look up the DFT total energy of the third one.
  -1909.712984 a.u.

- Which value of DFT total energy does entry 4 give?
  -5383.844954 a.u.